The following is a quantum chemistry calculation of a 12-piece molecular cluster, H24O12 overall at a distorted geometry, from OMol25.

Structure (XYZ):
```
36
Properties=species:S:1:pos:R:3:mulliken_charge:R:1
O -13.16427 3.19973 11.09762 -0.408
O -15.60149 0.90412 11.55852 -0.594
O -14.80608 0.33664 8.66249 -0.599
O -15.44289 0.00724 14.42544 -0.594
O -13.22511 -0.42808 10.94486 -0.559
O -11.20893 1.46724 11.39309 -0.489
O -10.70073 -2.86385 12.97231 -0.638
O -12.46129 -1.09417 14.79347 -0.618
O -12.17959 2.19706 8.70155 -0.301
O -14.31359 -2.70648 12.78588 -0.581
O -13.19885 1.47552 13.45249 -0.422
O -14.14174 -2.80161 9.05611 -0.609
H -13.60306 -3.47584 9.47022 0.319
H -15.18738 0.16434 13.51645 0.238
H -13.98884 3.68506 11.06987 0.372
H -15.15775 -2.31093 12.56869 0.250
H -15.70152 0.63296 8.82560 0.317
H -13.75360 0.31633 11.23259 0.351
H -15.03205 -2.98985 9.35302 0.299
H -12.30660 1.63995 13.75759 0.235
H -13.34988 2.44283 11.65340 0.219
H -14.53721 -3.48185 13.30068 0.280
H -12.08365 2.36514 7.76412 0.369
H -13.71535 2.19019 13.82491 0.317
H -10.05161 -2.16043 12.96411 0.291
H -13.54111 -1.16376 11.46941 0.334
H -16.34934 1.39273 11.90232 0.288
H -13.27374 -1.07065 14.28790 0.369
H -10.53356 0.90997 11.77982 0.325
H -11.92435 0.86688 11.18340 0.399
H -12.66756 -1.63750 15.55404 0.282
H -11.51459 -2.43629 13.23886 0.335
H -15.98502 0.11238 11.18131 0.235
H -14.69423 -0.41848 9.24000 0.282
H -12.99344 1.69840 8.77390 0.386
H -15.26407 0.83506 14.87150 0.320
```

Output
* E_LUMO (spin up / spin down): -0.12715 / -0.36617 Ha
* energy relative to the best compared isomer or geometry (same formula, charge and spin): 42.18 kcal/mol
* multiplicity: 2
* calculated total energy: -916.8637 Eh
* Kohn-Sham gap (spin up / spin down): 0.3613 / 0.1223 hartree
* total charge: +1

The following is a quantum chemistry calculation of a 2-piece molecular cluster, C2H3BrClNO2S overall at a distorted geometry, from OMol25.

Structure (XYZ):
```
11
Properties=species:S:1:pos:R:3:mulliken_charge:R:1
Br 3.13579 -1.09945 0.86281 -0.252
Cl 1.09223 3.13682 0.48826 -0.155
S 2.07999 2.03494 -0.78571 0.207
O 1.55192 -1.44274 -1.89315 -0.533
O 2.87599 0.24092 -2.09387 -0.599
N 1.97282 -0.36888 -1.53716 0.986
C 1.35462 0.43093 -0.47150 0.233
C 0.10906 0.12480 0.00493 -0.926
H -0.26538 -0.72246 -0.51158 0.371
H 0.15416 -0.00925 1.02446 0.353
H -0.61796 1.08532 -0.12880 0.315
```

Output
* E_LUMO (spin up / spin down): -0.10250 / -0.10058 Ha
* energy relative to the best compared isomer or geometry (same formula, charge and spin): 38.67 kcal/mol
* multiplicity: 1
* calculated total energy: -3715.4505 Eh
* Kohn-Sham gap (spin up / spin down): 0.2472 / 0.2567 hartree
* total charge: 0

The following is a quantum chemistry calculation of a 2-piece molecular cluster, C3H4Cl4 overall at a distorted geometry, from OMol25.

Structure (XYZ):
```
11
Properties=species:S:1:pos:R:3:mulliken_charge:R:1
Cl -2.16321 0.00677 -0.93994 -0.118
Cl -0.05345 -1.98828 -0.65465 -0.089
Cl 0.68218 2.11087 -0.62987 0.048
Cl 2.85667 -0.36097 -0.12397 -0.390
C -0.51875 -0.28350 -0.29192 0.739
C -0.39598 -0.13941 1.18779 -1.240
C 0.37654 0.54209 -1.11568 -0.465
H -0.92448 0.87395 1.35245 0.322
H 0.58719 -0.22234 1.52685 0.317
H 0.39383 0.27917 -2.13159 0.444
H -0.84054 -0.81836 1.82053 0.434
```

Output
* E_LUMO (spin up / spin down): -0.10280 / -0.10293 Ha
* energy relative to the best compared isomer or geometry (same formula, charge and spin): 48.41 kcal/mol
* multiplicity: 1
* calculated total energy: -1957.3750 Eh
* Kohn-Sham gap (spin up / spin down): 0.2534 / 0.2532 hartree
* total charge: 0

The following is a quantum chemistry calculation of a 2-piece molecular cluster, C5H9NO2 overall at a distorted geometry, from OMol25.

Structure (XYZ):
```
17
Properties=species:S:1:pos:R:3:mulliken_charge:R:1
O 0.17178 -2.14440 4.20518 -0.657
O -0.24873 0.05099 -2.98569 -0.556
N -1.22799 0.23782 2.37716 -0.489
C -0.59025 -0.52387 -0.05466 -0.382
C -0.93898 -0.12353 1.31573 0.240
C 0.38428 1.65279 -1.14533 -0.760
C 0.58813 0.25525 -0.60374 0.013
C 0.70236 0.53210 -2.08017 -0.149
H -0.36872 -1.60131 -0.04279 0.303
H 1.70995 0.48889 -2.49920 0.337
H 1.14271 2.41294 -0.95946 0.261
H -1.48185 -0.38898 -0.68477 0.225
H -0.28763 -1.29230 4.14706 0.358
H 0.54160 -2.30300 3.32089 0.296
H -0.64362 2.02413 -1.15519 0.251
H 1.53317 0.05890 -0.09401 0.371
H -0.98621 0.66360 -3.06101 0.336
```

Output
* E_LUMO: 0.01913 Ha
* energy relative to the best compared isomer or geometry (same formula, charge and spin): 45.01 kcal/mol
* multiplicity: 1
* calculated total energy: -401.1050 Eh
* Kohn-Sham gap: 0.4019 hartree
* SMILES: N#CC[C@@H]1C[C@@H]1O.O
* total charge: 0

The following is a quantum chemistry calculation of C17H16Cl3N2O5RhS2Si as an isolated structure, from OMol25.

Structure (XYZ):
```
47
Properties=species:S:1:pos:R:3:mulliken_charge:R:1
Rh -0.31766 0.10659 0.71724 0.021
Cl 5.08757 1.52507 0.44201 -0.134
Cl 3.54522 2.02935 -1.95491 -0.152
Cl 4.03529 -0.68726 -1.06659 -0.128
S -0.02522 0.95710 3.28382 1.365
S -1.25114 -0.40418 -1.24904 -0.303
Si -4.68977 -1.44124 -2.22916 0.174
O 1.48512 0.30089 -0.16876 -0.604
O 2.36712 -1.61393 2.27702 -0.558
O -0.47475 1.69328 2.06659 -0.543
O 2.32169 1.88717 1.17616 -0.498
O -0.99522 0.89959 4.33145 -0.667
N -2.29050 -0.33006 1.04066 -0.163
N 0.39895 -0.44593 2.58742 -0.350
C 2.40189 0.37200 3.62485 0.589
C 3.23454 2.56875 5.06699 -0.518
C -3.11875 -0.39251 2.07223 0.021
C -4.44099 -0.76038 1.87001 -1.160
C 1.53894 1.40811 3.91942 0.503
C 3.71622 0.42022 4.05236 -0.600
C -3.38186 -1.58352 -3.54719 -1.050
C 2.39799 1.08320 0.27094 0.266
C 1.78245 -0.69302 2.77031 0.146
C -2.69313 -0.62981 -0.21036 1.048
C -4.85521 -1.06306 0.58538 -0.130
C -5.58067 -3.07511 -2.04307 -1.044
C -3.98711 -1.01359 -0.51606 0.202
C 3.72990 0.96749 -0.53656 0.701
C -5.90196 -0.08283 -2.65242 -1.044
C 1.91328 2.51877 4.64947 -0.793
C 4.12205 1.53284 4.77299 -0.583
H -6.67678 0.01716 -1.88935 0.340
H -2.61824 -2.32134 -3.29760 0.356
H -5.11932 -0.80240 2.70968 0.398
H -2.72077 -0.14072 3.04625 0.468
H 4.39577 -0.38269 3.80135 0.516
H -6.39669 -0.28941 -3.60398 0.333
H -6.37325 -3.03494 -1.29357 0.327
H -6.04037 -3.35481 -2.99377 0.330
H 5.14721 1.60623 5.11103 0.405
H -2.88344 -0.63395 -3.74257 0.335
H -3.86578 -1.90496 -4.47368 0.312
H -5.88967 -1.34959 0.42784 0.314
H -5.39210 0.87864 -2.73947 0.338
H 3.58447 3.42466 5.62817 0.404
H 1.21481 3.31303 4.87266 0.471
H -4.88933 -3.87055 -1.75849 0.341
```

Output
* E_LUMO: -0.07263 Ha
* energy relative to the best compared isomer or geometry (same formula, charge and spin): 19.77 kcal/mol
* multiplicity: 1
* calculated total energy: -3720.1608 Eh
* Kohn-Sham gap: 0.2673 hartree
* total charge: 0

The following is a quantum chemistry calculation of C2HO3Pb as an isolated structure at a distorted geometry, from OMol25.

Structure (XYZ):
```
7
Properties=species:S:1:pos:R:3:mulliken_charge:R:1
Pb -0.57587 3.09441 0.22100 1.674
O 1.13838 -2.97747 -0.62399 -0.049
O 0.15155 1.04492 0.56769 -0.332
O -0.03615 0.12571 -0.35935 0.193
C 0.37064 -2.30445 0.06312 0.209
C 0.24036 -1.03505 -0.10029 0.807
H 0.78435 -3.57242 -1.33961 0.498
```

Output
* E_LUMO (spin up / spin down): -0.67779 / -0.66321 Ha
* energy relative to the best compared isomer or geometry (same formula, charge and spin): 0.00 kcal/mol
* multiplicity: 1
* calculated total energy: -493.6943 Eh
* Kohn-Sham gap (spin up / spin down): 0.2741 / 0.2808 hartree
* total charge: +3

The following is a quantum chemistry calculation of C31H23BrN3O7Ru as an isolated structure at a distorted geometry, from OMol25.

Structure (XYZ):
```
66
Properties=species:S:1:pos:R:3:mulliken_charge:R:1
Ru 0.26297 0.34727 -0.56742 1.021
Br 3.54526 3.65893 3.16892 -0.252
O -1.86304 -4.58902 -4.56601 -0.676
O 0.39595 -1.35542 1.29957 -0.378
O -0.72390 -2.98236 -5.58633 -0.572
O 0.45996 -0.78161 -4.88297 -0.910
O 0.88092 0.29791 -2.96058 -0.578
O 0.36880 -2.65227 3.14262 -0.776
O -2.19560 -0.96419 1.34834 -0.324
N -0.80300 -1.26153 -1.61914 0.041
N -1.58785 -2.22476 -1.16821 0.147
N 2.08551 1.23632 0.21317 -0.066
C -2.22083 1.09212 5.87471 -0.269
C -0.15955 -1.92544 2.26504 -0.353
C -3.18696 0.97014 4.87995 -0.931
C -3.10469 2.82703 0.05126 -0.580
C -1.29527 -3.51201 -4.52991 0.321
C -1.24157 -2.73181 -3.26145 0.008
C 2.21672 1.96743 1.29370 -0.105
C 0.34684 -0.59677 -3.63676 1.041
C -4.38292 3.13795 -0.37760 -0.366
C -0.86279 1.81125 -0.36173 -1.626
C -1.66593 -1.58614 2.49374 2.536
C -4.13921 -5.13054 3.07378 -0.284
C -3.68840 -3.04211 1.95063 -0.109
C -4.80955 2.85013 -1.68116 -0.519
C -1.88187 -3.12771 -2.10851 -0.535
C -2.16483 2.17327 -0.80363 1.084
C -0.86033 -0.54226 4.72394 -0.450
C -2.53369 -2.84798 2.70917 -0.236
C -2.99625 -4.93733 3.84458 -0.805
C -2.61625 1.90023 -2.13667 -0.367
C -0.56460 -1.54044 -2.89037 -0.245
C 4.31616 1.78248 -0.40893 -0.883
C -1.82248 -0.66596 3.72420 -0.334
C -2.98652 0.10075 3.81686 -0.110
C -4.48340 -4.17470 2.13088 -1.061
C -2.20626 -3.80843 3.67179 -0.342
C 3.41109 2.62353 1.58278 -0.404
C 4.47720 2.53178 0.73145 0.057
C 3.09669 1.14871 -0.63443 -0.067
C -1.06061 0.33367 5.79024 -0.829
C -3.89385 2.22690 -2.54714 -0.448
H -2.51024 -3.98357 -1.91715 0.504
H -5.81107 3.10461 -2.01274 0.348
H 2.90940 0.56782 -1.52864 0.462
H -1.66165 -0.18911 1.08640 -0.268
H -2.79651 3.05624 1.06772 0.394
H -0.29357 0.42758 6.55388 0.373
H -2.36700 1.78150 6.69789 0.370
H 5.11562 1.69195 -1.13409 0.378
H 1.34736 2.02746 1.93521 0.479
H 0.04361 -1.13817 4.65752 0.514
H -0.25781 -2.08834 -5.35796 0.477
H -4.19897 1.98761 -3.56211 0.359
H -3.96054 -2.30106 1.21128 0.503
H -1.30827 -3.66480 4.25684 0.464
H -4.74990 -6.01818 3.20615 0.365
H -4.09601 1.56127 4.92587 0.361
H -3.72746 0.02242 3.02903 0.413
H -5.07183 3.61155 0.31684 0.327
H 5.41153 3.02860 0.95836 0.415
H -2.71119 -5.67846 4.58541 0.362
H -1.91343 -2.14661 -0.20822 0.232
H -5.37681 -4.30046 1.52810 0.384
H -1.91847 1.42455 -2.81490 0.313
```

Output
* E_LUMO (spin up / spin down): 0.13839 / 0.13833 Ha
* energy relative to the best compared isomer or geometry (same formula, charge and spin): 31.09 kcal/mol
* multiplicity: 2
* calculated total energy: -4554.9883 Eh
* Kohn-Sham gap (spin up / spin down): 0.1261 / 0.1459 hartree
* total charge: -2

The following is a quantum chemistry calculation of a 2-piece molecular cluster, C9HCl4N2O2 overall at a distorted geometry, from OMol25.

Structure (XYZ):
```
18
Properties=species:S:1:pos:R:3:mulliken_charge:R:1
Cl -1.81607 -2.22727 -1.30003 -0.154
Cl -1.81769 0.94590 -1.31662 -0.108
Cl 3.61138 -2.22886 -1.31421 -0.143
Cl 3.60962 0.94824 -1.31152 -0.137
O 0.89831 -3.34448 -1.31416 -0.616
O 0.89472 2.06152 -1.28379 -0.589
N -2.24636 3.56273 2.11559 -0.633
N -0.31787 -0.15057 3.81512 -0.624
C 2.16241 -1.32267 -1.31511 0.286
C 2.16103 0.04106 -1.31287 0.251
C 0.89577 0.83222 -1.30264 0.272
C 0.89762 -2.11507 -1.31512 0.292
C -2.08943 1.02757 2.39856 -0.814
C -1.11772 0.43447 3.18106 0.372
C -0.36912 0.04120 -1.30422 0.327
C -2.13815 2.40333 2.27131 0.388
C -0.36694 -1.32189 -1.31171 0.289
H -2.85153 0.41257 1.92033 0.340
```

Output
* E_LUMO: -0.00407 Ha
* energy relative to the best compared isomer or geometry (same formula, charge and spin): 0.00 kcal/mol
* multiplicity: 1
* calculated total energy: -2444.3294 Eh
* Kohn-Sham gap: 0.1145 hartree
* total charge: -1